[1]
Here is C50H52BrCaN2O4S2Se2Te2 as an isolated structure from OMol25. Energies are from the ωB97M-V functional and the def2-TZVPD basis.

Atoms and positions in Å:
1 Ca 1.34 0.27 0.38
2 C -7.52 1.68 0.26
3 C -6.05 1.57 -0.02
4 C -5.48 2.27 -1.09
5 C -4.13 2.19 -1.36
6 C -3.33 1.38 -0.56
7 C -3.86 0.67 0.50
8 C -5.22 0.77 0.76
9 S -1.58 1.31 -0.88
10 O -1.03 0.49 0.27
11 C -1.55 0.13 -2.23
12 C -1.72 -1.23 -1.90
13 C -1.64 -2.16 -2.89
14 C -1.40 -1.78 -4.23
15 C -1.26 -2.74 -5.26
16 C -0.97 -2.36 -6.54
17 C -0.81 -1.00 -6.85
18 C -0.95 -0.04 -5.89
19 C -1.25 -0.40 -4.55
20 C -1.32 0.57 -3.51
21 C -1.12 2.01 -3.79
22 C -2.15 2.76 -4.44
23 C -3.37 2.16 -4.84
24 C -4.35 2.90 -5.45
25 C -4.16 4.28 -5.68
26 C -3.00 4.88 -5.29
27 C -1.97 4.14 -4.65
28 C -0.78 4.76 -4.21
29 C 0.19 4.04 -3.58
30 C 0.02 2.66 -3.38
31 S 1.41 1.82 -2.54
32 O 2.43 2.88 -2.44
33 C 1.86 0.72 -3.87
34 C 2.32 1.26 -5.06
35 C 2.72 0.41 -6.07
36 C 2.67 -0.98 -5.90
37 C 3.14 -1.91 -6.98
38 C 2.22 -1.49 -4.69
39 C 1.81 -0.65 -3.67
40 H -7.82 2.72 0.34
41 H -7.78 1.17 1.19
42 H -8.11 1.23 -0.54
43 H -6.11 2.90 -1.70
44 H -3.70 2.75 -2.18
45 H -3.21 0.05 1.11
46 H -5.65 0.22 1.59
47 H -1.88 -1.51 -0.87
48 H -1.74 -3.21 -2.66
49 H -1.36 -3.79 -5.00
50 H -0.85 -3.11 -7.31
51 H -0.57 -0.71 -7.87
52 H -0.80 1.00 -6.13
53 H -3.53 1.10 -4.66
54 H -5.28 2.43 -5.74
55 H -4.94 4.85 -6.16
56 H -2.85 5.94 -5.45
57 H -0.65 5.83 -4.37
58 H 1.12 4.49 -3.23
59 H 2.38 2.34 -5.18
60 H 3.09 0.81 -7.01
61 H 3.30 -1.38 -7.92
62 H 2.41 -2.71 -7.15
63 H 4.08 -2.39 -6.68
64 H 2.22 -2.56 -4.51
65 H 1.50 -1.07 -2.72
66 C 0.49 -2.49 8.18
67 C 0.27 -3.39 6.95
68 C 1.06 -4.69 7.14
69 C -1.22 -3.72 6.88
70 C 0.75 -2.69 5.68
71 C 0.09 -2.81 4.47
72 C 0.55 -2.13 3.36
73 Br -0.33 -2.39 1.69
74 C 1.65 -1.23 3.37
75 O 1.88 -0.43 2.39
76 C 2.44 -1.27 4.56
77 C 1.94 -1.95 5.67
78 C 3.86 -0.69 4.68
79 C 4.41 -0.02 3.41
80 C 3.91 0.33 5.82
81 C 4.82 -1.85 4.99
82 H 0.04 -2.95 9.06
83 H 0.04 -1.51 8.03
84 H 1.55 -2.34 8.39
85 H 0.73 -5.22 8.04
86 H 2.13 -4.49 7.23
87 H 0.92 -5.35 6.29
88 H -1.56 -4.11 7.84
89 H -1.43 -4.48 6.12
90 H -1.81 -2.83 6.64
91 H -0.78 -3.44 4.36
92 H 2.54 -1.93 6.57
93 H 3.83 0.85 3.12
94 H 4.43 -0.69 2.56
95 H 5.44 0.30 3.61
96 H 3.17 1.12 5.68
97 H 4.90 0.80 5.86
98 H 3.72 -0.13 6.80
99 H 4.84 -2.56 4.16
100 H 4.52 -2.40 5.89
101 H 5.83 -1.47 5.14
102 Se 3.10 -2.01 -0.33
103 Te 3.92 -3.55 -2.15
104 Te 6.50 0.26 -0.61
105 Se 3.97 0.29 -0.72
106 C 0.03 1.68 4.29
107 N 0.06 2.02 2.88
108 C 1.17 2.47 2.25
109 N 2.19 2.96 3.00
110 O 1.23 2.51 1.01
111 H -0.85 1.07 4.48
112 H -0.03 2.57 4.91
113 H 0.90 1.08 4.58
114 H -0.58 1.53 2.27
115 H 2.29 2.65 3.96
116 H 3.05 3.08 2.49

net charge = -1
ΔE to the lowest compared entry with this formula, charge and spin = 52.18 kcal per mole
orbital gap = 4.28 eV
HOMO = -2.92 eV
LUMO energy = 1.4 eV

***

[2]
Here is C50H52BrN8O2P2Sr as an isolated structure in a non-equilibrium geometry from OMol25. Energies are from the ωB97M-V functional and the def2-TZVPD basis.

Atoms and positions in Å:
1 Sr -0.87 -0.21 -0.23
2 O -1.55 3.69 1.87
3 C -1.54 2.46 1.67
4 N -2.06 1.73 0.68
5 C -2.95 2.34 -0.23
6 C -3.94 3.21 0.22
7 C -4.90 3.74 -0.64
8 C -4.88 3.39 -1.97
9 C -3.91 2.52 -2.45
10 C -2.93 1.97 -1.60
11 N -1.88 1.12 -2.04
12 C -1.75 0.78 -3.32
13 O -2.49 0.97 -4.30
14 C -0.42 0.10 -3.65
15 C -0.09 -0.10 -4.98
16 C 1.14 -0.65 -5.30
17 C 2.01 -1.00 -4.28
18 C 1.60 -0.78 -2.97
19 N 0.41 -0.26 -2.66
20 C -0.90 1.58 2.73
21 C -0.94 2.00 4.06
22 C -0.48 1.14 5.05
23 C 0.02 -0.10 4.68
24 C 0.05 -0.42 3.34
25 N -0.38 0.40 2.37
26 H -3.94 3.49 1.26
27 H -5.65 4.41 -0.25
28 H -5.62 3.79 -2.66
29 H -3.90 2.24 -3.49
30 H -0.81 0.20 -5.73
31 H 1.42 -0.81 -6.34
32 H 2.98 -1.43 -4.48
33 H 2.24 -1.05 -2.14
34 H -1.34 2.98 4.27
35 H -0.52 1.44 6.09
36 H 0.38 -0.81 5.41
37 H 0.45 -1.38 3.02
38 C 2.70 -5.82 -0.95
39 C 1.49 -5.03 -1.38
40 C 0.48 -5.58 -2.16
41 C -0.63 -4.83 -2.49
42 C -0.68 -3.53 -2.02
43 Br -2.20 -2.47 -2.42
44 N 0.27 -2.96 -1.31
45 C 1.33 -3.71 -0.99
46 H 2.78 -6.75 -1.51
47 H 2.64 -6.07 0.11
48 H 3.62 -5.25 -1.11
49 H 0.55 -6.61 -2.50
50 H -1.45 -5.23 -3.07
51 H 2.09 -3.22 -0.39
52 C 1.07 2.71 -1.00
53 P 2.43 1.68 -0.35
54 C 2.41 2.16 1.43
55 N 1.91 3.34 1.69
56 C 1.84 3.78 2.97
57 C 1.23 5.02 3.26
58 C 1.18 5.45 4.55
59 C 1.74 4.68 5.60
60 C 2.31 3.46 5.34
61 C 2.36 2.99 4.01
62 N 2.82 1.74 3.75
63 C 2.85 1.30 2.51
64 P 3.22 -0.52 2.62
65 C 3.30 -1.27 0.94
66 C 5.02 -0.68 3.22
67 C 6.02 -1.05 2.12
68 C 4.98 -1.83 4.24
69 C 5.52 0.58 3.93
70 C 3.93 2.66 -0.94
71 C 4.18 2.24 -2.39
72 C 3.75 4.18 -0.87
73 C 5.13 2.25 -0.09
74 H 1.07 3.72 -0.60
75 H 0.07 2.30 -0.82
76 H 1.17 2.74 -2.09
77 H 0.77 5.55 2.43
78 H 0.71 6.40 4.79
79 H 1.69 5.05 6.61
80 H 2.71 2.83 6.12
81 H 3.55 -2.32 1.13
82 H 4.00 -0.86 0.23
83 H 2.30 -1.25 0.50
84 H 5.78 -1.99 1.64
85 H 7.01 -1.16 2.58
86 H 6.10 -0.28 1.35
87 H 4.60 -2.75 3.78
88 H 4.34 -1.58 5.08
89 H 5.99 -2.03 4.61
90 H 5.61 1.42 3.24
91 H 6.51 0.38 4.35
92 H 4.85 0.88 4.74
93 H 3.31 2.44 -3.03
94 H 4.41 1.17 -2.46
95 H 5.03 2.80 -2.81
96 H 3.00 4.53 -1.58
97 H 4.70 4.67 -1.12
98 H 3.45 4.50 0.13
99 H 5.23 1.17 -0.05
100 H 5.05 2.63 0.93
101 H 6.06 2.65 -0.52
102 C -1.49 -2.52 1.34
103 C -2.28 -3.61 0.94
104 C -1.73 -4.89 0.63
105 C -2.49 -5.92 0.14
106 C -3.88 -5.77 -0.05
107 C -4.46 -4.53 0.29
108 C -3.70 -3.50 0.77
109 C -4.65 -6.85 -0.56
110 N -5.28 -7.73 -0.98
111 H -0.46 -2.74 1.64
112 H -1.96 -1.72 1.90
113 H -0.67 -5.04 0.78
114 H -2.03 -6.87 -0.09
115 H -5.53 -4.40 0.17
116 H -4.18 -2.56 1.02

net charge = -1
ΔE to the lowest compared entry with this formula, charge and spin = 5.93 kcal per mole
orbital gap = 5.11 eV
HOMO = -3.75 eV
LUMO energy = 1.4 eV

***

[3]
Here is C50H52IN4O2V as an isolated structure from OMol25. Energies are from the ωB97M-V functional and the def2-TZVPD basis.

Atoms and positions in Å:
1 V -0.69 0.60 -0.27
2 C 2.30 -2.52 -0.92
3 C 1.07 -2.49 1.45
4 N 1.31 -2.96 2.76
5 C 0.73 -2.29 3.72
6 C -0.02 -1.12 3.66
7 C -0.46 -0.49 4.94
8 O -1.89 -0.35 5.08
9 C -0.19 -0.41 2.43
10 C -0.85 0.79 2.41
11 N -1.08 1.58 1.29
12 C -1.64 2.85 1.46
13 C -1.91 3.43 2.71
14 C -2.49 4.68 2.81
15 C -2.81 5.42 1.68
16 C -2.54 4.89 0.43
17 C -1.96 3.63 0.35
18 I -1.50 2.86 -1.54
19 C 0.43 -1.07 1.20
20 O -1.01 -1.53 -0.97
21 H 3.31 -2.35 -1.29
22 H 1.66 -1.75 -1.35
23 H 1.96 -3.49 -1.27
24 H 0.89 -2.71 4.72
25 H -0.08 0.53 5.05
26 H -0.07 -1.08 5.78
27 H -2.27 -1.13 4.65
28 H -1.33 1.08 3.33
29 H -1.67 2.90 3.62
30 H -2.69 5.08 3.79
31 H -3.27 6.40 1.77
32 H -2.77 5.44 -0.47
33 C -3.52 -1.90 1.69
34 C -4.52 -1.06 0.89
35 C -4.44 0.42 1.26
36 C -4.43 -1.26 -0.62
37 C -5.57 -1.72 -1.28
38 C -5.58 -1.92 -2.65
39 C -4.46 -1.61 -3.40
40 C -3.31 -1.11 -2.79
41 C -2.13 -0.71 -3.65
42 C -2.55 0.25 -4.76
43 C -1.41 -1.93 -4.22
44 C -3.30 -0.97 -1.39
45 N -2.13 -0.51 -0.76
46 C -0.43 -1.96 0.19
47 C 1.61 -0.27 0.64
48 N 1.38 0.72 -0.16
49 C 2.45 1.52 -0.68
50 C 3.12 2.38 0.20
51 C 4.11 3.19 -0.33
52 C 4.42 3.17 -1.68
53 C 3.71 2.35 -2.53
54 C 2.70 1.51 -2.05
55 C 1.93 0.66 -3.04
56 C 2.85 -0.24 -3.85
57 C 1.10 1.53 -3.98
58 C 2.67 2.56 1.64
59 C 1.50 3.55 1.67
60 C 3.77 3.01 2.59
61 C 2.84 -1.05 0.92
62 C 4.08 -0.82 1.38
63 C 4.95 -1.97 1.62
64 C 4.55 -3.26 1.49
65 C 3.22 -3.60 1.04
66 C 2.70 -4.84 0.91
67 C 1.36 -5.23 0.45
68 C 0.21 -4.54 0.23
69 C 0.06 -3.15 0.57
70 C 2.38 -2.44 0.62
71 H -3.81 -1.89 2.74
72 H -2.51 -1.50 1.62
73 H -3.51 -2.93 1.35
74 H -5.52 -1.41 1.16
75 H -3.46 0.83 1.00
76 H -4.57 0.55 2.34
77 H -5.20 1.00 0.75
78 H -6.45 -1.95 -0.70
79 H -6.47 -2.30 -3.13
80 H -4.48 -1.75 -4.47
81 H -1.42 -0.18 -3.01
82 H -3.23 -0.23 -5.47
83 H -1.68 0.59 -5.32
84 H -3.06 1.12 -4.35
85 H -2.07 -2.50 -4.88
86 H -1.06 -2.60 -3.43
87 H -0.54 -1.62 -4.82
88 H 4.65 3.87 0.33
89 H 5.20 3.81 -2.07
90 H 3.94 2.35 -3.59
91 H 1.23 0.02 -2.48
92 H 3.47 0.35 -4.53
93 H 2.27 -0.94 -4.46
94 H 3.52 -0.82 -3.21
95 H 1.74 2.15 -4.61
96 H 0.43 2.20 -3.44
97 H 0.50 0.91 -4.65
98 H 2.29 1.60 2.02
99 H 1.85 4.55 1.39
100 H 1.06 3.61 2.67
101 H 0.72 3.26 0.97
102 H 4.07 4.05 2.39
103 H 4.67 2.39 2.52
104 H 3.41 2.98 3.62
105 H 4.43 0.17 1.62
106 H 5.95 -1.77 1.97
107 H 5.23 -4.06 1.75
108 H 3.35 -5.68 1.14
109 H 1.30 -6.29 0.20
110 H -0.62 -5.08 -0.21

net charge = 0
orbital gap (spin up / spin down) = 5.11 / 5.04 eV
HOMO (spin up / spin down) = -5.72 / -5.67 eV
LUMO energy (spin up / spin down) = -0.6 / -0.6 eV

***

[4]
Here is C50H52N12OS3W as an isolated structure from OMol25. Energies are from the ωB97M-V functional and the def2-TZVPD basis.

Atoms and positions in Å:
1 W -0.43 1.44 0.39
2 C 0.04 1.78 -1.82
3 C 1.38 1.50 -1.37
4 C 1.69 2.52 -0.40
5 C 0.53 3.36 -0.32
6 C -0.48 2.99 -1.25
7 C -1.49 3.91 -1.91
8 C -2.61 3.15 -2.61
9 C -2.11 4.89 -0.91
10 C -0.70 4.71 -2.96
11 C 2.98 3.02 0.27
12 C 3.95 1.92 0.69
13 C 2.70 3.92 1.49
14 C 3.64 3.95 -0.77
15 C 2.23 0.47 -2.14
16 C 3.29 1.25 -2.94
17 C 2.96 -0.61 -1.34
18 C 1.35 -0.24 -3.20
19 H -0.44 1.25 -2.61
20 H 0.48 4.23 0.32
21 H -3.25 2.63 -1.90
22 H -2.22 2.44 -3.34
23 H -3.23 3.86 -3.16
24 H -2.78 4.39 -0.22
25 H -2.68 5.65 -1.45
26 H -1.35 5.41 -0.32
27 H -0.24 4.04 -3.69
28 H 0.10 5.29 -2.48
29 H -1.35 5.40 -3.48
30 H 3.51 1.24 1.43
31 H 4.84 2.38 1.13
32 H 4.28 1.33 -0.15
33 H 2.12 3.43 2.26
34 H 2.21 4.85 1.21
35 H 3.66 4.18 1.93
36 H 3.97 3.43 -1.66
37 H 4.52 4.41 -0.31
38 H 2.96 4.74 -1.07
39 H 4.08 1.62 -2.28
40 H 2.86 2.09 -3.49
41 H 3.76 0.57 -3.65
42 H 3.76 -0.25 -0.71
43 H 3.41 -1.31 -2.03
44 H 2.33 -1.16 -0.64
45 H 0.97 0.46 -3.95
46 H 0.51 -0.78 -2.76
47 H 1.97 -0.97 -3.72
48 S -1.88 2.64 1.68
49 C -1.26 2.75 3.31
50 C -1.97 3.43 4.30
51 C -1.46 3.51 5.58
52 C -2.20 4.20 6.60
53 N -2.80 4.74 7.42
54 C -0.22 2.91 5.87
55 C 0.49 2.24 4.89
56 C -0.04 2.16 3.59
57 S 0.82 1.27 2.35
58 C 0.33 2.99 7.21
59 N 0.76 3.06 8.27
60 H -2.92 3.90 4.07
61 H 1.44 1.78 5.11
62 C -4.49 -0.66 -3.11
63 N -3.84 -0.14 -1.91
64 C -2.55 -0.03 -1.63
65 N -2.39 0.61 -0.48
66 C -3.68 0.84 -0.08
67 N -4.57 0.40 -0.92
68 C -5.38 -1.84 -2.83
69 C -6.73 -1.81 -3.15
70 C -7.53 -2.92 -2.90
71 C -6.99 -4.06 -2.31
72 C -5.63 -4.08 -1.99
73 C -4.84 -2.98 -2.26
74 C -5.03 -5.23 -1.33
75 N -5.50 -6.39 -1.03
76 N -4.49 -7.08 -0.38
77 C -3.48 -6.28 -0.33
78 O -3.75 -5.09 -0.92
79 C -2.15 -6.40 0.27
80 C -1.81 -7.47 1.09
81 C -0.57 -7.47 1.71
82 C 0.31 -6.41 1.53
83 C -0.02 -5.35 0.69
84 C 0.89 -4.18 0.48
85 N 0.18 -2.92 0.69
86 C 0.21 -1.82 -0.06
87 N -0.27 -0.80 0.63
88 C -0.62 -1.37 1.83
89 N -0.36 -2.64 1.90
90 C -1.25 -5.37 0.06
91 H -3.68 -0.93 -3.80
92 H -5.05 0.16 -3.56
93 H -1.76 -0.41 -2.27
94 H -3.93 1.32 0.85
95 H -7.17 -0.92 -3.59
96 H -8.58 -2.90 -3.14
97 H -7.60 -4.92 -2.10
98 H -3.79 -3.00 -2.00
99 H -2.51 -8.27 1.25
100 H -0.30 -8.28 2.36
101 H 1.26 -6.39 2.05
102 H 1.27 -4.14 -0.54
103 H 1.74 -4.16 1.16
104 H 0.61 -1.80 -1.05
105 H -1.06 -0.82 2.64
106 H -1.53 -4.54 -0.58
107 C 7.13 -0.48 -0.20
108 C 6.46 -0.80 1.11
109 C 7.13 -0.73 2.32
110 C 6.38 -1.03 3.44
111 N 5.10 -1.36 3.41
112 C 4.50 -1.40 2.19
113 S 2.84 -1.82 2.13
114 N 5.18 -1.14 1.04
115 H 8.21 -0.41 -0.09
116 H 6.76 0.47 -0.58
117 H 6.90 -1.25 -0.93
118 H 8.18 -0.46 2.38
119 H 6.83 -1.00 4.43

net charge = 0
ΔE to the lowest compared entry with this formula, charge and spin = 28.95 kcal per mole
orbital gap (spin up / spin down) = 5.01 / 5.02 eV
HOMO (spin up / spin down) = -6.30 / -6.30 eV
LUMO energy (spin up / spin down) = -1.3 / -1.3 eV